No. 1
Here is a cluster of 3 separate species, C4H14N2OS in total from the Open Molecules 2025 dataset. Energies are from ωB97M-V with the def2-TZVPD basis set.

Its net charge is +1. The HOMO energy (spin up / spin down) comes out at -13.754 / -13.388 eV. The spin multiplicity is 2. As for the HOMO-LUMO gap (spin up / spin down): 7.1 / 6.5 eV.

```
22
Properties=species:S:1:pos:R:3:mulliken_charge:R:1
N -1.8896 0.4774 -1.7660 -0.726
C -1.0022 0.4261 -0.5089 0.493
C -0.7915 -0.9747 0.0370 -0.646
C -0.4760 -0.9456 1.5563 -0.950
S 0.9138 0.0895 2.0507 -0.103
C 0.3232 1.2053 -0.8804 -0.852
N 0.4688 2.5642 -0.4353 -0.415
H -2.6757 -0.1910 -1.6132 0.268
H -2.3118 1.3832 -1.9279 0.246
H -1.3591 1.1297 0.2466 0.303
H -1.6578 -1.5954 -0.0747 0.474
H 0.0652 -1.3896 -0.5503 0.286
H -1.3069 -0.6162 2.1444 0.538
H -0.2438 -1.9737 1.7067 0.454
H 1.6407 -0.2387 -0.6829 0.824
H 1.1945 0.6127 -0.6325 -0.407
H 0.4936 1.0843 -2.0445 0.487
H 1.4793 2.7122 -0.2096 0.354
H 0.0019 2.7815 0.5199 0.335
H 1.9343 -1.7264 1.5526 0.295
H 3.0968 -2.4892 0.7565 0.333
O 2.1023 -2.3254 0.7557 -0.592
```

=====

No. 2
Here is a structure of composition C26H15BrCl5IrN5O2S2 from the Open Molecules 2025 dataset. Energies are from ωB97M-V with the def2-TZVPD basis set.

Its net charge is +1. The HOMO energy comes out at -11.046 eV. As for the HOMO-LUMO gap: 6.3 eV.

```
57
Properties=species:S:1:pos:R:3:mulliken_charge:R:1
Ir -0.1542 -0.4314 -0.6355 2.650
Cl -0.6528 -3.1365 0.0804 -0.151
C -2.1684 -2.3639 -0.1594 1.139
C -2.0973 -1.0013 -0.4786 -1.603
C -3.3147 -0.3307 -0.6189 0.862
Cl -3.3052 1.3374 -0.9947 -0.183
C -4.5380 -0.9837 -0.4641 -0.040
Cl -6.0143 -0.1314 -0.6383 -0.166
C -4.5590 -2.3571 -0.1874 0.569
Cl -6.0381 -3.1794 -0.0579 -0.175
C -3.3558 -3.0618 -0.0286 -0.265
Cl -3.3696 -4.7414 0.2987 -0.178
C -0.1771 3.1795 0.7568 -0.532
C -0.1900 2.9786 -0.7033 0.155
N -0.1929 1.8267 -1.2960 -0.066
C -0.2294 1.9128 -2.6579 -0.110
C -0.2412 3.2033 -3.1304 -0.640
S -0.2164 4.3155 -1.8235 -0.172
C -0.2517 0.6934 -3.4153 -0.018
C -0.2663 0.5889 -4.7830 -0.609
S -0.2717 -1.0625 -5.2620 -0.129
C -0.2432 -1.5350 -3.5931 0.364
N -0.2382 -0.5152 -2.7570 0.241
C -0.1982 -2.9678 -3.2303 -1.106
H -0.2004 2.2098 1.2468 -0.482
H -1.0446 3.7605 1.0662 0.456
H 0.7140 3.7272 1.0603 0.414
H -0.2666 3.5446 -4.1441 0.471
H -0.2627 1.3757 -5.5085 0.476
H -0.1404 -3.5706 -4.1331 0.503
H -1.0901 -3.2593 -2.6769 0.185
H 0.6707 -3.1842 -2.6088 0.214
Br 2.2573 2.9607 5.2857 -0.182
C 0.9267 1.6404 5.0652 -0.380
C 0.1938 1.2013 6.1774 -0.113
N -0.7513 0.2973 6.0147 -0.593
C -1.0710 -0.2231 4.8707 -0.419
C -0.3860 0.1591 3.7047 0.401
C 0.6464 1.1059 3.8246 -0.023
C -0.8071 -0.4083 2.3886 0.310
O -1.7789 -1.1473 2.2999 -0.626
O -0.0640 -0.0137 1.4155 -0.710
H 0.3713 1.5827 7.1695 0.395
H -1.8741 -0.9461 4.8209 0.520
H 1.2072 1.4168 2.9574 0.379
N 5.1513 -0.7300 2.8034 -0.430
C 4.6722 -0.6314 1.7661 -0.198
C 4.0605 -0.4911 0.5030 0.287
C 4.8146 -0.3328 -0.6795 -0.384
C 4.1162 -0.1720 -1.8599 -0.871
C 2.7338 -0.1815 -1.8518 -0.017
N 2.0076 -0.3532 -0.7223 -0.150
C 2.6742 -0.5030 0.4198 -0.116
H 5.8910 -0.3417 -0.6482 0.541
H 4.6342 -0.0472 -2.7966 0.466
H 2.1874 -0.0517 -2.7732 0.262
H 2.0907 -0.6308 1.3219 0.576
```

=====

No. 3
Here is a structure of composition C49H33AsN8O4PtS from the Open Molecules 2025 dataset. Energies are from ωB97M-V with the def2-TZVPD basis set.

Its net charge is +2. The HOMO energy (spin up / spin down) comes out at -9.725 / -12.865 eV. The spin multiplicity is 5. As for the HOMO-LUMO gap (spin up / spin down): 4.0 / 4.1 eV.

```
97
Properties=species:S:1:pos:R:3:mulliken_charge:R:1
Pt 0.8885 0.4481 0.7403 2.558
O 7.4104 -0.4204 -1.7733 -0.629
N 7.3544 -0.4950 -0.5633 1.072
O 8.3173 -0.7013 0.1472 -0.657
C 6.0335 -0.3734 0.0740 -0.884
C 6.0140 -0.5138 1.4260 -0.565
C 4.8072 -0.4354 2.1407 0.521
C 4.7128 -0.5627 3.5315 -0.438
C 3.4856 -0.4719 4.1462 -1.607
C 2.3401 -0.2698 3.3688 0.151
N 2.3807 -0.1431 2.0559 0.063
C 3.6168 -0.1971 1.4177 -0.182
C 3.6416 0.0085 0.0489 -0.037
N 2.4326 0.3114 -0.5529 0.396
C 2.3780 0.4740 -1.9159 0.019
C 3.4926 0.3586 -2.6749 -1.081
C 4.7443 0.0651 -2.0886 -0.587
C 4.8416 -0.1020 -0.7022 0.768
H 6.9469 -0.6862 1.9440 0.609
H 5.6154 -0.7283 4.1090 0.514
H 3.3757 -0.5588 5.2175 0.482
H 1.3738 -0.2291 3.8488 0.518
H 1.4132 0.6985 -2.3463 0.118
H 3.4125 0.4911 -3.7454 0.527
H 5.6218 -0.0259 -2.7017 0.629
N -5.5030 4.7489 3.0373 -0.333
C -4.3469 4.1167 3.0290 1.219
C -3.9622 3.3207 4.1581 -0.786
C -2.7576 2.6937 4.1553 -0.499
C -1.9069 2.8370 3.0336 -0.230
C -2.2712 3.6080 1.9082 -0.390
C -3.4736 4.2391 1.8942 -0.771
S -0.3199 2.0505 3.0732 1.539
O 0.5360 2.8468 2.2402 -0.785
O -0.0095 1.8603 4.4519 -0.694
N -0.5457 0.6478 2.2489 -0.581
C -1.0551 -0.4523 2.9710 0.369
N -0.5976 -1.6412 2.6101 0.080
C -1.0538 -2.6870 3.2993 -0.379
C -1.9522 -2.5557 4.3404 -0.998
C -2.3951 -1.2715 4.5983 -0.425
N -1.9685 -0.2118 3.9106 -0.363
H -6.1201 4.6970 3.8366 0.251
H -5.7845 5.3438 2.2705 0.244
H -4.6283 3.2416 5.0093 0.345
H -2.4217 2.1062 4.9962 0.559
H -1.5749 3.7019 1.0843 0.499
H -3.7755 4.8481 1.0502 0.380
H -0.6783 -3.6591 2.9965 0.634
H -2.3028 -3.4072 4.9049 0.469
H -3.1291 -1.0771 5.3733 0.472
N -2.7109 6.8690 -5.7874 -0.364
C -2.3514 6.0786 -5.0327 -0.220
C -1.9198 5.0929 -4.0836 0.715
C -2.1383 3.7318 -4.3579 -0.868
C -1.7352 2.7871 -3.4523 -0.025
C -1.1077 3.1930 -2.2411 0.336
C -0.8865 4.5767 -1.9828 -0.375
C -1.2868 5.5117 -2.8978 -0.934
C -0.6677 2.2478 -1.3400 0.211
C -0.1830 1.3996 -0.5621 -0.870
H -2.6168 3.4446 -5.2845 0.514
H -1.8883 1.7319 -3.6406 0.403
H -0.3759 4.8733 -1.0753 0.643
H -1.1143 6.5660 -2.7280 0.512
C -2.0186 -5.8527 0.9364 -0.700
C -0.7498 -5.8652 0.3762 -0.679
C -0.1518 -4.6773 -0.0295 -0.304
C -0.8424 -3.4829 0.1247 1.000
C -2.1110 -3.4630 0.6988 -0.516
C -2.7015 -4.6510 1.0963 -0.711
As -0.0785 -1.8149 -0.5041 1.098
C 1.0872 -2.3597 -1.9253 -0.280
C 2.3781 -2.8471 -1.8152 0.005
C 3.0561 -3.2083 -2.9703 -1.037
C 2.4372 -3.0684 -4.2068 -0.949
C 1.1435 -2.5693 -4.3055 -0.746
C 0.4542 -2.2030 -3.1586 0.030
C -0.9238 -1.6476 -3.1050 0.808
C -1.7698 -1.4555 -4.1920 -0.372
C -3.0520 -0.9573 -3.9952 -1.147
C -3.4985 -0.6249 -2.7192 -0.773
C -2.6566 -0.7974 -1.6285 -0.417
C -1.3891 -1.3179 -1.8311 0.233
H -2.4803 -6.7812 1.2472 0.426
H -0.2218 -6.8013 0.2466 0.451
H 0.8335 -4.6946 -0.4752 0.392
H -2.6423 -2.5268 0.8256 0.224
H -3.6937 -4.6430 1.5300 0.465
H 2.8612 -2.9334 -0.8486 0.647
H 4.0661 -3.5919 -2.9078 0.467
H 2.9699 -3.3497 -5.1062 0.448
H 0.6817 -2.4680 -5.2804 0.434
H -1.4438 -1.7164 -5.1917 0.457
H -3.7146 -0.8387 -4.8439 0.444
H -4.5026 -0.2441 -2.5773 0.462
H -2.9967 -0.5378 -0.6316 0.360
```